No. 1
This record from the Open Molecules 2025 dataset describes a 5-piece molecular cluster, C31H38F35N2O5 overall. The level of theory is wB97M-V/def2-TZVPD.

## Properties
Gap between HOMO and LUMO ... 9.82 eV
HOMO energy ... -12.701 eV
E_LUMO ... -2.9 eV

```
! wB97M-V def2-TZVPD RIJCOSX def2/J DEFGRID3
* xyz 1 1
C -5.740 -0.235 -0.017
O -5.371 -1.564 -0.291
C -4.616 -2.158 0.745
C -3.154 -1.699 0.738
C -2.452 -1.654 2.103
C -3.246 -0.933 3.220
C -2.374 -0.002 4.084
C -2.599 1.524 3.938
C -3.061 1.973 2.557
N -1.970 1.769 1.517
C -0.596 1.802 2.136
C 0.411 2.058 1.031
F 0.162 1.230 -0.004
F 0.314 3.310 0.572
F 1.644 1.842 1.460
C -0.616 2.838 3.246
N -1.369 2.241 4.335
H -6.536 0.047 -0.701
H -4.903 0.461 -0.197
H -6.067 -0.111 1.023
H -5.104 -1.958 1.705
H -4.662 -3.233 0.573
H -2.594 -2.363 0.077
H -3.090 -0.710 0.262
H -1.505 -1.118 1.958
H -2.178 -2.657 2.430
H -3.691 -1.685 3.871
H -4.095 -0.404 2.783
H -1.319 -0.204 3.901
H -2.523 -0.236 5.139
H -3.395 1.830 4.619
H -3.282 3.040 2.563
H -3.952 1.463 2.205
H -2.120 0.916 0.972
H -2.030 2.544 0.852
H -0.396 0.817 2.553
H -1.022 3.784 2.856
H 0.410 3.032 3.565
H -1.546 2.902 5.077
C 3.348 2.095 -3.611
C 2.233 3.127 -3.416
C 0.814 2.607 -3.168
F 0.351 1.900 -4.213
F -0.013 3.662 -2.970
F 2.221 4.017 -4.424
F 2.547 3.798 -2.262
O 3.728 1.796 -4.935
C 3.120 0.820 -5.665
C 2.457 1.378 -6.934
F 1.546 2.316 -6.608
F 1.826 0.367 -7.566
F 2.244 0.108 -4.932
F 4.080 -0.035 -6.086
H 4.231 2.562 -3.179
H 3.157 1.192 -3.029
H 0.800 1.981 -2.272
H 3.213 1.811 -7.591
C -6.094 -2.889 -4.084
C -7.327 -2.116 -3.601
C -8.305 -2.841 -2.671
F -8.862 -3.899 -3.286
F -9.289 -1.978 -2.327
F -7.983 -1.573 -4.640
F -6.835 -1.093 -2.830
O -6.163 -3.458 -5.372
C -6.636 -4.720 -5.585
C -7.864 -4.721 -6.509
F -8.843 -3.963 -5.980
F -8.312 -5.988 -6.623
F -6.888 -5.368 -4.435
F -5.672 -5.411 -6.235
H -5.315 -2.132 -4.164
H -5.772 -3.612 -3.333
H -7.791 -3.169 -1.763
H -7.590 -4.335 -7.492
C 8.695 1.366 -2.606
C 7.236 1.787 -2.386
C 6.686 1.707 -0.959
F 6.703 0.444 -0.497
F 5.395 2.129 -0.960
F 6.424 1.130 -3.238
F 7.174 3.118 -2.696
O 8.906 0.061 -3.092
C 9.056 -1.015 -2.268
C 7.971 -2.075 -2.516
F 6.745 -1.542 -2.335
F 8.136 -3.077 -1.627
F 9.104 -0.660 -0.972
F 10.232 -1.604 -2.571
H 9.043 2.015 -3.408
H 9.301 1.581 -1.725
H 7.265 2.351 -0.293
H 8.055 -2.464 -3.532
C 3.907 -0.040 7.438
C 3.361 1.356 7.765
C 2.001 1.449 8.467
F 1.028 0.916 7.695
F 1.709 2.751 8.667
F 3.352 2.125 6.656
F 4.243 1.899 8.650
O 3.708 -0.501 6.114
C 2.602 -1.187 5.735
C 1.834 -0.439 4.634
F 1.462 0.788 5.046
F 0.701 -1.135 4.339
F 1.794 -1.488 6.763
F 2.998 -2.352 5.174
H 4.987 0.061 7.527
H 3.584 -0.772 8.178
H 2.026 0.935 9.430
H 2.448 -0.351 3.737
*
```



No. 2
This record from the Open Molecules 2025 dataset describes the molecule C31H38N2O7 at a distorted geometry. The level of theory is wB97M-V/def2-TZVPD.

## Properties
Gap between HOMO and LUMO ... 8.23 eV
HOMO energy ... -8.328 eV
Structure (SMILES) ... Cc1c(CCC(=O)N2CCC(C(=O)NCCCCCC(=O)O)CC2)c(=O)oc2cc3oc4c(c3cc12)CCCC4
E_LUMO ... -0.1 eV

```
! wB97M-V def2-TZVPD RIJCOSX def2/J DEFGRID3
* xyz 0 1
C 1.403 -2.436 -2.378
C 0.168 -1.634 -2.126
C -0.427 -0.842 -3.059
C -1.662 -0.148 -2.738
O -2.177 0.714 -3.433
O -2.326 -0.499 -1.614
C -1.711 -1.180 -0.619
C -2.400 -1.268 0.585
C -1.741 -1.868 1.637
C -0.428 -2.384 1.501
C 0.216 -2.334 0.278
C -0.423 -1.729 -0.805
H 1.207 -2.743 0.179
C -0.087 -2.869 2.807
C -1.164 -2.618 3.592
O -2.182 -2.017 2.903
C -1.283 -2.926 5.039
H -1.755 -2.093 5.565
C 0.121 -3.201 5.587
H 0.045 -3.627 6.588
C 0.887 -4.155 4.669
H 1.829 -4.442 5.136
H 0.294 -5.060 4.522
C 1.163 -3.506 3.310
H 1.523 -4.251 2.597
H 1.943 -2.744 3.410
H 0.671 -2.260 5.662
H -1.922 -3.804 5.177
H -3.391 -0.859 0.675
C 0.082 -0.554 -4.445
H -0.781 -0.417 -5.099
H 0.691 -1.371 -4.827
C 0.913 0.743 -4.468
C 2.269 0.474 -3.837
O 2.899 -0.527 -4.142
N 2.750 1.341 -2.918
C 2.229 2.635 -2.544
H 3.063 3.348 -2.577
C 1.653 2.592 -1.127
H 0.784 1.935 -1.123
H 1.320 3.592 -0.843
C 2.724 2.103 -0.148
C 2.212 1.982 1.287
O 2.780 2.527 2.213
N 1.136 1.183 1.454
H 0.612 0.879 0.648
C 0.422 1.130 2.711
H 0.412 0.096 3.078
H 0.981 1.750 3.416
C -1.012 1.635 2.546
C -1.040 3.066 2.016
C -2.441 3.575 1.674
C -3.250 2.681 0.727
C -2.560 2.240 -0.547
O -1.419 1.837 -0.617
O -3.378 2.282 -1.579
H -2.996 1.830 -2.382
H -3.527 1.760 1.248
H -4.173 3.188 0.442
H -3.022 3.686 2.593
H -2.343 4.566 1.225
H -0.596 3.735 2.757
H -0.425 3.116 1.118
H -1.517 0.975 1.840
H -1.528 1.572 3.506
C 3.309 0.771 -0.629
C 3.837 0.919 -2.057
H 4.639 1.664 -2.088
H 4.218 -0.029 -2.440
H 2.532 0.003 -0.611
H 4.117 0.458 0.033
H 3.533 2.842 -0.115
H 1.478 2.974 -3.255
H 0.352 1.523 -3.962
H 1.075 1.037 -5.507
H 1.201 -3.486 -2.171
H 1.759 -2.332 -3.396
H 2.209 -2.112 -1.722
*
```



No. 3
This record from the Open Molecules 2025 dataset describes a 7-piece molecular cluster, C31H38N6O3 overall at a distorted geometry. The level of theory is wB97M-V/def2-TZVPD.

## Properties
Gap between HOMO and LUMO (spin up / spin down) ... 1.66 / 5.81 eV
HOMO energy (spin up / spin down) ... -0.050 / -4.200 eV
E_LUMO (spin up / spin down) ... 1.6 / 1.6 eV

```
! wB97M-V def2-TZVPD RIJCOSX def2/J DEFGRID3
* xyz -1 2
N 14.782 4.766 27.893
C 14.784 4.256 29.216
C 15.191 5.090 30.281
C 15.837 6.287 30.081
C 15.858 6.769 28.741
C 15.433 5.925 27.678
H 14.224 3.350 29.397
H 15.069 4.742 31.297
H 16.048 7.036 30.829
H 16.103 7.770 28.419
H 15.308 6.195 26.640
N 24.052 4.406 24.382
C 22.971 4.601 23.702
C 22.706 3.995 22.445
C 23.662 3.024 22.059
C 24.716 2.663 22.927
C 24.881 3.399 24.086
H 22.287 5.333 24.105
H 21.811 4.121 21.854
H 23.456 2.552 21.109
H 25.534 2.003 22.680
H 25.725 3.382 24.759
N 18.344 4.955 34.114
C 17.402 4.071 33.651
C 17.268 3.596 32.321
C 18.243 4.021 31.423
C 19.216 4.949 31.842
C 19.156 5.438 33.137
H 16.711 3.808 34.438
H 16.504 2.893 32.022
H 18.196 3.663 30.406
H 19.916 5.365 31.133
H 19.915 6.142 33.442
N 18.883 5.462 26.589
C 19.551 5.325 25.392
C 19.509 4.116 24.648
C 18.779 3.027 25.124
C 18.105 3.154 26.332
C 18.139 4.436 26.974
H 20.137 6.153 25.023
H 20.013 4.114 23.693
H 18.822 2.161 24.480
H 17.881 2.303 26.958
H 17.591 4.475 27.904
C 19.303 0.929 20.943
C 20.298 2.027 20.742
O 19.512 3.179 20.937
C 18.469 2.943 21.593
O 17.708 3.776 22.135
O 18.398 1.613 21.894
H 19.596 0.000 21.434
H 18.850 0.682 19.983
H 20.961 1.787 19.911
H 20.882 2.044 21.662
C 14.567 1.985 24.798
C 14.861 1.284 26.187
C 14.234 -0.184 26.162
C 15.008 -1.169 25.365
N 15.661 -1.875 24.692
H 14.856 3.015 25.003
H 13.483 1.956 24.684
H 15.146 1.732 23.910
H 14.397 1.906 26.952
H 15.935 1.295 26.374
H 13.231 -0.042 25.758
H 14.061 -0.577 27.164
C 20.732 8.111 19.592
C 19.306 7.882 20.091
C 19.317 6.934 21.321
C 20.381 7.205 22.249
N 21.318 7.522 22.905
H 21.438 8.602 20.263
H 20.843 8.782 18.740
H 21.075 7.105 19.350
H 18.731 7.515 19.241
H 18.829 8.814 20.392
H 19.332 5.919 20.923
H 18.413 7.123 21.900
*
```



No. 4
This record from the Open Molecules 2025 dataset describes C31H38N6O6PSScSe2Si as an isolated structure at a distorted geometry. The level of theory is wB97M-V/def2-TZVPD.

## Properties
Gap between HOMO and LUMO ... 7.29 eV
HOMO energy ... -7.790 eV
E_LUMO ... -0.5 eV

```
! wB97M-V def2-TZVPD RIJCOSX def2/J DEFGRID3
* xyz 0 1
Sc -0.852 -0.602 -0.621
N -0.009 -2.966 -0.698
C -0.872 -3.835 -1.506
C -1.040 -3.169 -2.855
N -1.647 -1.838 -2.701
C -3.097 -1.773 -2.963
C -3.888 -1.626 -1.682
N -3.344 -0.480 -0.957
H 0.139 -3.345 0.231
H 0.900 -2.878 -1.148
H -0.465 -4.842 -1.636
H -1.839 -3.927 -1.006
H -0.055 -3.044 -3.306
H -1.634 -3.800 -3.521
H -1.182 -1.186 -3.323
H -3.287 -0.908 -3.601
H -3.429 -2.662 -3.505
H -4.949 -1.519 -1.923
H -3.776 -2.511 -1.052
H -3.378 0.355 -1.536
H -3.888 -0.284 -0.124
C 6.195 0.651 -0.517
Si 4.974 -0.566 -1.230
C 5.674 -2.289 -1.092
C 4.704 -0.165 -3.020
C 3.463 -0.515 -0.094
C 3.737 -0.444 1.266
C 2.727 -0.382 2.224
C 1.431 -0.378 1.778
N 1.128 -0.463 0.476
C 2.099 -0.547 -0.458
S 1.497 -0.662 -2.092
H 7.002 0.843 -1.230
H 6.652 0.270 0.401
H 5.718 1.608 -0.282
H 6.602 -2.378 -1.667
H 4.965 -3.026 -1.481
H 5.895 -2.547 -0.053
H 5.685 -0.131 -3.506
H 4.213 0.801 -3.162
H 4.091 -0.922 -3.510
H 4.770 -0.414 1.600
H 2.942 -0.304 3.281
H 0.596 -0.292 2.461
Se -1.663 1.470 1.247
P -2.438 -0.171 2.401
Se -1.979 -2.098 1.530
C -1.788 -0.090 4.100
C -1.255 -1.204 4.738
C -0.748 -1.091 6.029
C -0.774 0.131 6.682
C -1.305 1.247 6.047
C -1.803 1.140 4.760
C -4.244 0.020 2.563
C -5.105 -1.070 2.468
C -6.478 -0.885 2.589
C -6.995 0.383 2.804
C -6.139 1.473 2.900
C -4.772 1.295 2.772
H -1.235 -2.156 4.224
H -0.331 -1.962 6.519
H -0.374 0.219 7.685
H -1.319 2.205 6.551
H -2.181 2.022 4.256
H -4.699 -2.060 2.302
H -7.142 -1.738 2.513
H -8.065 0.526 2.892
H -6.539 2.467 3.059
H -4.113 2.153 2.802
O -1.548 1.690 -3.836
C -0.887 1.671 -2.815
O -1.146 0.925 -1.787
C 0.350 2.512 -2.680
C 1.035 2.591 -1.475
C 2.232 3.270 -1.435
C 2.786 3.880 -2.542
C 2.069 3.791 -3.715
C 0.862 3.126 -3.811
N 2.644 4.423 -4.928
O 1.953 4.443 -5.922
O 3.695 5.014 -4.801
N 2.987 3.315 -0.157
O 4.074 3.857 -0.170
O 2.475 2.802 0.812
H 0.663 2.107 -0.584
H 3.735 4.390 -2.494
H 0.335 3.061 -4.752
*
```



No. 5
This record from the Open Molecules 2025 dataset describes C31H38NO2Pt as an isolated structure at a distorted geometry. The level of theory is wB97M-V/def2-TZVPD.

## Properties
Gap between HOMO and LUMO (spin up / spin down) ... 7.91 / 6.26 eV
HOMO energy (spin up / spin down) ... -9.953 / -11.394 eV
E_LUMO (spin up / spin down) ... -2.0 / -5.1 eV

```
! wB97M-V def2-TZVPD RIJCOSX def2/J DEFGRID3
* xyz 1 5
O 0.337 0.164 -6.772
C 0.291 1.445 -7.476
C 0.297 0.830 -8.868
H 1.187 2.053 -7.251
H -0.634 2.015 -7.269
C 0.341 -0.507 -8.071
H 1.205 1.085 -9.434
H -0.605 0.973 -9.471
C 1.641 -1.254 -8.300
H 2.483 -0.571 -8.133
H 1.690 -1.675 -9.316
H 1.687 -2.075 -7.582
C -0.891 -1.390 -8.212
H -1.807 -0.824 -8.003
H -0.804 -2.192 -7.473
H -0.954 -1.843 -9.209
Pt -0.173 -0.105 0.482
C -2.208 -0.369 1.016
C -2.009 1.064 1.232
C -2.155 1.720 -0.038
H -2.019 1.547 2.210
C -2.410 0.740 -1.029
C -2.235 -0.563 -0.441
H -2.344 -1.536 -0.917
H -2.420 -1.122 1.767
H -2.190 2.803 -0.164
H -2.837 0.916 -2.024
C 1.307 -1.542 1.085
C 0.460 -2.220 0.089
C 0.950 -1.835 -1.208
H -0.218 -3.035 0.348
C 2.030 -0.924 -1.037
C 2.253 -0.717 0.346
H 3.082 -0.195 0.822
H 1.336 -1.776 2.148
H 0.630 -2.266 -2.160
H 2.632 -0.522 -1.855
O 1.684 0.894 -4.052
C 0.425 0.182 -4.029
C -0.747 1.134 -4.345
H 0.263 -0.244 -2.998
H 0.477 -0.657 -4.735
C -0.096 2.526 -4.389
H -1.428 1.035 -3.490
H -1.273 0.862 -5.270
C 1.330 2.293 -3.832
H -0.653 3.252 -3.783
H -0.028 2.908 -5.416
H 1.345 2.499 -2.729
H 2.063 2.953 -4.315
C 0.967 5.238 0.641
C 0.992 4.211 -0.317
C 0.901 2.880 0.084
C 0.821 2.565 1.458
C 0.863 3.604 2.422
C 0.936 4.935 2.007
N 0.663 1.241 1.825
C 1.034 0.838 3.102
C 2.232 1.330 3.680
C 2.636 0.879 4.929
C 1.838 -0.029 5.639
C 0.651 -0.521 5.077
C 0.230 -0.069 3.829
H 1.001 6.279 0.315
H 1.101 4.414 -1.380
H 0.887 2.053 -0.636
H 0.844 3.343 3.483
H 0.982 5.730 2.751
H 2.810 2.093 3.151
H 3.581 1.243 5.348
H 2.121 -0.324 6.649
H 0.032 -1.261 5.594
H -0.721 -0.363 3.380
*
```



Ordered E results: -5184.840251 -1840.416305 -1758.149801 -8576.861950 -1528.124815; unit Eh.